This record from the OMol25 dataset describes a cluster of 2 separate species, C4H9BrN in total at a distorted geometry. The level of theory is ωB97M-V with the def2-TZVPD basis set.

Cartesian coordinates (Å):
C 1.47518 -1.13461 -1.03924
C 1.14912 -0.97485 0.35151
C -0.93199 1.52250 1.08109
C -1.23974 0.97091 -0.25610
N 0.16415 -0.84740 -0.62967
Br -2.67538 -0.08457 -0.54891
H 2.02874 -0.43241 -1.65280
H 1.39984 -2.07690 -1.56625
H 1.14110 -1.77236 0.97189
H 1.38250 -0.05198 0.96487
H -1.37695 0.93137 1.85965
H 0.16796 1.59590 1.18415
H -1.30430 2.50049 1.22638
H -0.64748 1.32267 -1.14318
H -0.73276 -1.46880 -0.80339

The frontier orbital gap is 0.3206 Eh. The value obtained for the energy relative to the best compared isomer or geometry (same formula, charge and spin) is 234.3 kJ/mol. The calculated total energy is -75815.820 eV. As for the total charge: +1. As for the spin multiplicity: 1.


This record from the OMol25 dataset describes a cluster of 2 separate species, C4H9BrN in total at a distorted geometry. The level of theory is ωB97M-V with the def2-TZVPD basis set.

Cartesian coordinates (Å):
C 1.43411 -0.08511 -1.03925
C 0.65366 -1.37530 -1.16596
C -1.16766 1.33691 1.18717
C -0.81170 -0.12989 1.14826
N -0.00512 -0.11381 -0.83587
Br 0.61846 -0.63806 2.16922
H 2.14549 0.24338 -0.25311
H 1.63017 0.20964 -2.04984
H 0.49354 -1.53985 -2.16405
H 0.64943 -2.23384 -0.47382
H -0.11735 1.73167 1.22200
H -1.63993 1.55557 0.31615
H -1.73249 1.38077 2.09861
H -1.52780 -0.86067 1.13893
H -0.62282 0.51858 -1.29843

The frontier orbital gap is 0.3790 Eh. The value obtained for the energy relative to the best compared isomer or geometry (same formula, charge and spin) is 193.7 kJ/mol. The calculated total energy is -75816.240 eV. As for the total charge: +1. As for the spin multiplicity: 1.


This record from the OMol25 dataset describes a structure of composition C4H9BrN2 at a distorted geometry. The level of theory is ωB97M-V with the def2-TZVPD basis set.

Cartesian coordinates (Å):
C 0.54682 -1.12297 -0.43093
C -0.76302 -1.56534 0.22797
C 0.08805 0.27594 -0.83968
C -1.30862 -0.16730 0.49713
N 1.50721 1.42618 0.66289
N 0.89741 1.37203 -0.61224
Br -3.12765 0.19271 0.02485
H 1.35610 -1.03528 0.29079
H 0.87273 -1.74520 -1.26576
H -1.39991 -2.08978 -0.48459
H -0.66059 -2.19098 1.11540
H -0.43278 0.34290 -1.78736
H -1.08161 0.26599 1.46308
H 0.82647 1.64592 1.39413
H 2.21785 2.15047 0.65978
H 0.46155 2.24471 -0.91545

The frontier orbital gap is 0.3207 Eh. The value obtained for the energy relative to the best compared isomer or geometry (same formula, charge and spin) is 29.5 kJ/mol. The calculated total energy is -77314.164 eV. As for the total charge: 0. As for the spin multiplicity: 1.


This record from the OMol25 dataset describes an isolated molecule of C4H9BrS at a distorted geometry. The level of theory is ωB97M-V with the def2-TZVPD basis set.

Cartesian coordinates (Å):
C -1.80284 0.74723 0.68363
C 1.99389 -1.34577 -0.84393
C -0.58254 1.57669 0.84095
C 0.61046 -0.63894 -0.62444
S 0.64981 1.18828 -0.43622
Br -0.83406 -1.45882 -1.74608
H -2.53180 1.22572 1.19929
H -2.03054 0.51040 -0.27019
H -1.73252 -0.19250 1.21105
H 2.77469 -0.82914 -0.36735
H 2.03005 -2.38758 -0.44291
H 2.26112 -1.43264 -1.91200
H -0.15311 1.41303 1.82543
H -0.91857 2.64959 0.58863
H 0.26598 -1.02555 0.29412

The frontier orbital gap is 0.3591 Eh. The value obtained for the energy relative to the best compared isomer or geometry (same formula, charge and spin) is 22.0 kJ/mol. Its structure (SMILES) is CCS[C@H](C)Br. The calculated total energy is -85170.833 eV. As for the total charge: 0. As for the spin multiplicity: 1.


This record from the OMol25 dataset describes the ion C4H9ClN with charge +1 at a distorted geometry. The level of theory is ωB97M-V with the def2-TZVPD basis set.

Cartesian coordinates (Å):
C -0.73747 -0.54438 -1.07087
C -1.86060 -0.07573 -0.24115
C 0.89432 1.37822 -0.11229
C 0.82850 -0.88355 0.81583
N 0.42806 -0.02671 -0.28787
Cl -2.23452 -0.78987 1.19077
H -0.55492 -1.65426 -1.09655
H -0.84632 -0.14650 -2.04917
H -2.20238 0.97244 -0.32099
H 1.88836 1.20956 0.43436
H 0.92279 1.76045 -1.18803
H 0.45534 2.07020 0.56488
H 0.63808 -0.38231 1.69518
H 0.43721 -1.92909 0.75486
H 1.94356 -0.95846 0.91102

The frontier orbital gap (alpha / beta) is 0.2587 / 0.3077 Eh. The value obtained for the energy relative to the best compared isomer or geometry (same formula, charge and spin) is 239.4 kJ/mol. The calculated total energy is -18296.256 eV. As for the total charge: +1. As for the spin multiplicity: 1.


This record from the OMol25 dataset describes an isolated molecule of C4H9ClN2 at a distorted geometry. The level of theory is ωB97M-V with the def2-TZVPD basis set.

Cartesian coordinates (Å):
C 0.61689 1.45030 -0.05192
C -0.72207 1.01585 0.69868
C 1.37963 0.24809 -0.58701
C -0.74413 -1.77996 -0.65091
N -0.70977 -0.37119 1.18161
N -0.03990 -1.25882 0.49566
Cl 3.03194 -0.02536 -0.21170
H 0.25094 2.02456 -0.84589
H 1.22316 2.05312 0.58925
H -0.77446 1.62904 1.62939
H -1.59281 1.19563 0.13179
H 0.99763 -0.17373 -1.48506
H -1.20812 -0.94797 -1.11843
H 0.01504 -2.17083 -1.39626
H -1.42944 -2.56087 -0.44017
H -0.29455 -0.32786 2.06096

The frontier orbital gap (alpha / beta) is 0.3125 / 0.3097 Eh. The value obtained for the energy relative to the best compared isomer or geometry (same formula, charge and spin) is 324.6 kJ/mol. The calculated total energy is -19792.563 eV. As for the total charge: 0. As for the spin multiplicity: 1.


This record from the OMol25 dataset describes an isolated molecule of C4H9ClN2 at a distorted geometry. The level of theory is ωB97M-V with the def2-TZVPD basis set.

Cartesian coordinates (Å):
C -0.07877 -0.36690 -0.10284
C -2.40550 -1.06790 0.61746
C -1.55233 -0.28149 -0.34494
C 2.04528 0.37098 -0.52575
N 0.70754 0.36374 -0.72267
N 2.37518 1.86158 0.25526
Cl 2.85775 -0.96214 0.44272
H 0.35360 -1.10499 0.68348
H -1.99429 -2.05304 0.72553
H -2.31868 -0.68591 1.60102
H -3.41707 -0.99171 0.25638
H -1.49945 -0.80324 -1.27697
H -1.87999 0.69749 -0.44197
H 2.68374 0.44797 -1.35928
H 2.63794 2.55668 -0.40368
H 1.48504 2.01887 0.59625

The frontier orbital gap is 0.3893 Eh. The value obtained for the energy relative to the best compared isomer or geometry (same formula, charge and spin) is 100.0 kJ/mol. Its structure (SMILES) is CC/C=N/[C@@H](N)Cl. The calculated total energy is -19794.892 eV. As for the total charge: 0. As for the spin multiplicity: 1.


This record from the OMol25 dataset describes a cluster of 2 separate species, C4H9ClNO in total at a distorted geometry. The level of theory is ωB97M-V with the def2-TZVPD basis set.

Cartesian coordinates (Å):
C 0.12442 0.06426 -1.47530
C -1.32383 -0.03131 0.40436
C 0.54642 -1.54396 0.28323
C 0.93862 1.00574 0.47914
N 0.12268 -0.10807 -0.05678
O 0.15920 -0.59254 -2.45812
Cl -0.78860 2.64720 -1.67079
H -1.45525 -0.40671 1.38693
H -1.64809 1.05846 0.35298
H -1.90418 -0.43554 -0.34113
H 0.46976 -1.59679 1.47108
H 0.02562 -2.31700 -0.18384
H 1.57794 -1.64735 -0.02056
H 1.00677 1.77052 -0.25528
H 0.35413 1.55137 1.16242
H 1.79438 0.58171 0.92165

The frontier orbital gap (alpha / beta) is 0.3143 / 0.2787 Eh. The value obtained for the energy relative to the best compared isomer or geometry (same formula, charge and spin) is 467.1 kJ/mol. The calculated total energy is -20342.541 eV. As for the total charge: +1. As for the spin multiplicity: 1.


- Number 6 is which compound?
  C4H9ClN2


- Which formula does entry 6 have?
  C4H9ClN2


- What is the calculated total energy in the second record?
  -75816.240 eV